# 1
{"formula": "C24H24ClN6O13W", "method": "the ωB97M-V functional and the def2-TZVPD basis", "symbols": ["W", "O", "C", "N", "C", "O", "C", "C", "C", "C", "C", "N", "C", "C", "C", "C", "C", "N", "H", "H", "H", "H", "H", "H", "H", "H", "O", "C", "C", "C", "C", "C", "C", "C", "O", "N", "O", "O", "H", "H", "H", "H", "C", "N", "C", "C", "O", "N", "C", "C", "H", "H", "H", "H", "H", "H", "H", "H", "H", "H", "H", "H", "O", "O", "O", "Cl", "O", "O", "O"], "positions_angstrom": [[0.7885, -0.9590, -0.8461], [-1.9664, -3.8492, -0.0155], [-1.6140, -2.7102, 0.0861], [-0.2823, -2.3018, 0.3725], [0.6488, -3.3215, 0.6173], [0.7279, -4.4364, 0.3028], [2.7104, -1.7760, 1.3832], [4.6931, -1.6607, 0.2278], [5.3593, -1.2505, 1.3519], [4.5496, -1.0072, 2.5894], [3.2169, -1.3189, 2.6386], [3.0981, 0.0579, 0.4592], [-2.6085, -1.5701, 0.0183], [-3.9023, -1.8609, -0.3858], [-4.7795, -0.8105, -0.6087], [-4.3249, 0.4850, -0.4218], [-3.0309, 0.6695, 0.0455], [-2.1863, -0.3322, 0.2700], [5.2999, -2.2172, -0.4819], [6.4320, -1.3233, 1.4278], [5.0620, -0.6975, 3.4905], [2.6739, -1.4400, 3.5618], [-4.1919, -2.8933, -0.5247], [-5.7927, -1.0019, -0.9355], [-4.9595, 1.3370, -0.6233], [-2.6433, 1.6661, 0.2347], [1.2719, 0.8993, -1.4902], [0.6823, 1.6068, -2.3340], [-0.4214, 1.1959, -3.1358], [-0.9030, 2.0365, -4.1500], [-1.9018, 1.5864, -4.9692], [-2.4559, 0.3127, -4.8438], [-2.0414, -0.5109, -3.8150], [-1.0528, -0.0608, -2.9566], [-0.7171, -0.7603, -1.8821], [-2.4093, 2.4872, -6.0255], [-3.2397, 2.0338, -6.7789], [-1.9637, 3.6132, -6.0465], [1.1629, 2.5690, -2.5261], [-0.4925, 3.0271, -4.2993], [-3.2236, 0.0049, -5.5399], [-2.4690, -1.4912, -3.6565], [-0.6760, 2.9393, 2.8071], [0.1572, 2.1625, 1.8954], [0.7314, 2.9419, 0.8143], [0.2763, 0.8241, 1.9849], [0.6310, 0.1289, 0.9729], [0.0045, 0.2406, 3.1630], [-0.4421, -1.1410, 3.2606], [0.3853, 0.8313, 4.4429], [-1.2001, 3.6950, 2.2220], [-0.0925, 3.4540, 3.5708], [-1.4177, 2.3042, 3.2823], [1.3571, 3.7317, 1.2319], [-0.0619, 3.3971, 0.2140], [1.3502, 2.3159, 0.1906], [-0.8871, -1.4417, 2.3244], [-1.1924, -1.1966, 4.0500], [0.3766, -1.8208, 3.4979], [1.0405, 1.6849, 4.3004], [0.9323, 0.0769, 5.0101], [-0.4874, 1.1199, 5.0300], [1.5004, -1.4875, -2.6550], [0.9587, -2.5388, -1.9377], [3.1347, -0.7282, -1.3811], [3.0866, -1.3192, -0.0393], [1.7783, -2.7956, 1.6872], [2.6581, -2.6046, -0.4665], [3.2942, 1.1989, 0.7421]], "mulliken_charge": [1.04, -0.56, 0.08, 0.04, -0.11, -0.40, 1.27, -0.14, -0.84, -0.53, -1.38, 0.67, 0.66, -0.92, -0.54, -0.89, -0.21, 0.33, 0.52, 0.54, 0.52, 0.50, 0.57, 0.45, 0.49, 0.41, -0.62, 0.17, 1.22, -0.85, -0.53, -0.38, -0.99, 0.21, 0.34, 1.03, -0.60, -0.60, 0.50, 0.62, 0.55, 0.65, -1.27, 0.37, -0.88, -0.66, 0.88, 0.35, -0.77, -1.29, 0.45, 0.33, 0.39, 0.40, 0.40, 0.08, -0.05, 0.55, 0.23, 0.38, 0.44, 0.34, -0.32, -0.18, -0.87, 1.31, -0.48, -0.68, -0.72], "spin_multiplicity": 1, "fmax_ev_per_a": 10.59, "total_charge": 1, "lumo_ev": [-5.30, -5.47], "homo_lumo_gap_ev": [4.785, 4.566]}

# 2
{"formula": "C6H8N2O4", "method": "the ωB97M-V functional and the def2-TZVPD basis", "symbols": ["O", "C", "C", "C", "C", "C", "C", "N", "O", "N", "O", "O", "H", "H", "H", "H", "H", "H", "H", "H"], "positions_angstrom": [[-2.4786, 0.1822, -0.7376], [-1.4274, 0.7493, -0.6204], [-0.1531, 0.6580, -1.3993], [1.1138, 0.6735, -0.4927], [1.4989, -0.5294, 0.3849], [0.4905, -1.0415, 1.3766], [-0.6283, -1.6883, 0.6893], [-1.0096, -2.5153, -0.0533], [-1.8250, -3.0484, -0.7957], [-1.2486, 1.8353, 0.4391], [-1.0163, 2.9319, -0.0225], [-1.2834, 1.5693, 1.6220], [-0.2271, -0.1536, -1.9713], [-0.0673, 1.6880, -2.0206], [2.0475, 0.9678, -1.2137], [1.0972, 1.5806, 0.1180], [1.6466, -1.3100, -0.3966], [2.4706, -0.1943, 0.9041], [0.8323, -1.8890, 1.9618], [0.1671, -0.4660, 2.2279]], "mulliken_charge": [-0.44, 0.18, -0.52, -0.84, -0.29, -0.76, 0.01, 0.51, -0.62, 1.02, -0.53, -0.56, 0.46, 0.31, 0.31, 0.48, 0.30, 0.27, 0.35, 0.36], "spin_multiplicity": 1, "fmax_ev_per_a": 5.37, "lumo_ev": -0.49, "homo_lumo_gap_ev": 9.036, "smiles": "O=C(CCCCC#[N+][O-])[N+](=O)[O-]"}

# 3
{"formula": "C24H19DyF6N5O3S2", "method": "the ωB97M-V functional and the def2-TZVPD basis", "symbols": ["Dy", "O", "C", "N", "C", "O", "C", "C", "C", "C", "C", "N", "C", "C", "C", "C", "C", "N", "H", "H", "H", "H", "H", "H", "H", "H", "C", "C", "N", "C", "C", "S", "C", "C", "S", "C", "N", "C", "H", "H", "H", "H", "H", "H", "H", "H", "C", "C", "O", "C", "F", "F", "F", "C", "F", "F", "F", "H", "H", "H"], "positions_angstrom": [[-0.5016, -0.6037, 0.6357], [-0.7608, 3.1685, 1.6318], [-0.7141, 2.3084, 0.7821], [0.3168, 1.4657, 0.4624], [1.5562, 1.5835, 1.0068], [1.9506, 2.3311, 1.8791], [2.5147, 0.6411, 0.3032], [3.8760, 0.9182, 0.3232], [4.7409, 0.0845, -0.3653], [4.2029, -0.9850, -1.0657], [2.8328, -1.1842, -1.0278], [1.9886, -0.4041, -0.3541], [-1.8774, 2.0694, -0.1679], [-2.8734, 3.0330, -0.2745], [-3.9126, 2.8262, -1.1675], [-3.8855, 1.6878, -1.9578], [-2.8371, 0.7919, -1.8094], [-1.8622, 0.9432, -0.9073], [4.2088, 1.7896, 0.8667], [5.8034, 0.2692, -0.3729], [4.8301, -1.6472, -1.6420], [2.3896, -2.0024, -1.5811], [-2.8083, 3.9129, 0.3487], [-4.7215, 3.5341, -1.2539], [-4.6689, 1.4892, -2.6730], [-2.7851, -0.0984, -2.4283], [0.1607, 1.1780, 3.9554], [0.9750, -0.0272, 3.7205], [0.8599, -0.8411, 2.7070], [1.7213, -1.9141, 2.8030], [2.5305, -1.8841, 3.9044], [2.2039, -0.4966, 4.8504], [1.6511, -2.9610, 1.7948], [2.2845, -4.1715, 1.8117], [1.8986, -5.0857, 0.4142], [0.8937, -3.7875, -0.1275], [0.8552, -2.7697, 0.6857], [0.1712, -3.8428, -1.4224], [-0.8202, 1.0672, 3.4870], [0.6480, 2.0552, 3.5132], [0.0526, 1.3542, 5.0224], [3.2788, -2.5874, 4.2075], [2.9420, -4.5769, 2.5531], [0.8468, -4.1587, -2.2167], [-0.2602, -2.8648, -1.6671], [-0.6326, -4.5763, -1.3762], [-3.5454, -1.3927, 3.7209], [-2.9324, -1.3637, 2.3123], [-1.9658, -0.4466, 2.1026], [-4.0307, -1.0996, 1.2503], [-4.5532, 0.1116, 1.3761], [-3.4222, -1.1237, 0.0161], [-5.0220, -1.9819, 1.1930], [-2.3112, -2.7617, 2.0156], [-3.0416, -3.8363, 2.2345], [-1.1657, -2.8831, 2.7116], [-1.8854, -2.8454, 0.6915], [-3.9709, -0.4154, 3.9306], [-2.7654, -1.5959, 4.4511], [-4.3182, -2.1550, 3.7873]], "lowdin_spin": [5.05, 0.00, 0.00, -0.02, 0.00, 0.00, 0.00, 0.00, 0.00, 0.00, 0.00, 0.00, 0.00, 0.00, 0.00, 0.00, 0.00, 0.00, 0.00, 0.00, 0.00, 0.00, 0.00, 0.00, 0.00, 0.00, 0.00, 0.00, -0.01, 0.00, 0.00, 0.00, 0.00, 0.00, 0.00, 0.00, 0.00, 0.00, 0.00, 0.00, 0.00, 0.00, 0.00, 0.00, 0.00, 0.00, 0.00, 0.00, -0.03, 0.00, 0.00, 0.00, 0.00, 0.00, 0.00, 0.00, 0.00, 0.00, 0.00, 0.00], "spin_multiplicity": 6, "fmax_ev_per_a": 1.52, "total_charge": 1, "lumo_ev": [-3.60, -2.81], "homo_lumo_gap_ev": [7.832, 8.618]}

# 4
{"formula": "CH3IN2", "method": "the ωB97M-V functional and the def2-TZVPD basis", "symbols": ["I", "C", "N", "N", "H", "H", "H"], "positions_angstrom": [[-0.6987, -1.1556, -1.9966], [0.3647, -0.0718, -0.4067], [0.1864, -0.3365, 0.9621], [-0.5828, 0.6966, 0.3008], [1.3827, 0.4195, -0.6099], [-0.4664, -1.0995, 1.1137], [-0.1858, 1.5472, 0.6366]], "mulliken_charge": [0.01, -0.10, -0.42, -0.39, 0.37, 0.31, 0.23], "spin_multiplicity": 1, "fmax_ev_per_a": 2.11, "lumo_ev": 0.17, "homo_lumo_gap_ev": 9.736, "smiles": "IC1NN1"}

Energy values (in eV) by entry order: -75148.3263; -17514.7317; -100847.4402; -12164.0621.
Energy relative to the best compared isomer or geometry (same formula, charge and spin) values (in kcal per mole) by entry order: 455.4; 200.4; 9.9; 14.1.